1.
Density functional theory data (ωB97M-V/def2-TZVPD) for C40H34N7O9S2Tl as an isolated structure.

For the LUMO energy, the calculation gives -0.705 eV. The relative energy (zero: lowest compared OMol25 entry of this formula, charge and spin) is 0.417 eV. The calculation puts the highest occupied orbital energy at -8.4 eV. The calculation puts the HOMO-LUMO gap at 7.7 eV. The calculation puts the electronic energy at -3574.10706 a.u.

Atoms and positions in Å:
Tl: 0.91881 1.75003 -0.83574
O: 3.00641 1.83492 -4.58288
C: 2.19213 1.73921 -3.66617
N: 2.45191 1.75508 -2.36314
C: 3.80030 2.04222 -1.94307
C: 4.04872 1.59938 -0.52747
C: 5.20417 2.00936 0.13708
C: 5.41422 1.57984 1.42954
C: 4.47184 0.75030 2.03110
C: 3.34408 0.41825 1.31215
N: 3.13966 0.82852 0.05715
C: 0.72845 1.53009 -4.02117
C: 0.35248 1.40411 -5.35121
C: -0.98350 1.19296 -5.64024
C: -1.90126 1.11045 -4.60113
C: -1.44166 1.25531 -3.30426
N: -0.15820 1.46465 -3.03228
H: 4.50467 1.52122 -2.60282
H: 4.01651 3.11240 -2.01238
H: 5.89567 2.67731 -0.35813
H: 6.29439 1.89606 1.97448
H: 4.59312 0.39899 3.04572
H: 2.55212 -0.17334 1.75406
H: 1.11722 1.47741 -6.11015
H: -1.31177 1.09167 -6.66624
H: -2.95259 0.94399 -4.78799
H: -2.11068 1.21517 -2.45213
C: -6.30805 -9.71043 3.21032
O: -5.44638 -9.60157 2.09270
C: -4.84492 -8.40876 1.87437
C: -4.00029 -8.35030 0.76273
C: -3.34411 -7.18214 0.45231
C: -3.51374 -6.04106 1.24164
C: -4.34632 -6.11332 2.34941
C: -5.01639 -7.28541 2.67381
C: -2.80558 -4.81319 0.88081
N: -1.77031 -4.74173 0.07692
C: -1.44840 -3.40942 0.02707
C: -2.30315 -2.66807 0.80786
N: -3.17397 -3.58104 1.35236
C: -2.22078 -1.24905 0.94560
C: -3.06033 -0.46046 1.74439
C: -2.85724 0.89388 1.79248
C: -1.83216 1.45553 1.02489
N: -1.04783 0.72669 0.25328
C: -1.20261 -0.60688 0.22064
C: -0.25502 -1.38659 -0.57335
N: 0.73488 -0.71293 -1.16916
C: 1.61528 -1.35875 -1.90368
C: 1.55549 -2.74423 -2.09503
C: 0.55717 -3.45995 -1.47912
C: -0.37788 -2.77868 -0.68955
H: -6.68179 -10.73032 3.20096
H: -7.14703 -9.01428 3.13090
H: -5.76854 -9.53083 4.14384
H: -3.87960 -9.23826 0.15856
H: -2.69034 -7.13162 -0.40676
H: -4.47086 -5.25997 3.00493
H: -5.65083 -7.30843 3.54708
H: -3.96638 -3.39295 1.93816
H: -3.84877 -0.91627 2.33024
H: -3.46034 1.53690 2.41555
H: -1.64064 2.51634 1.04639
H: 2.39850 -0.75567 -2.34503
H: 2.29750 -3.22919 -2.71272
H: 0.47586 -4.53358 -1.58157
O: 3.84795 5.21562 -0.86457
S: 2.58667 5.08866 -0.17026
O: 1.68402 6.20613 -0.28739
O: 1.93398 3.79337 -0.42887
C: 3.01403 4.90398 1.56693
C: 4.20954 5.49261 1.95469
C: 4.68217 5.38106 3.25375
C: 3.95332 4.66163 4.18362
C: 2.75847 4.06754 3.80660
C: 2.27362 4.18255 2.51131
S: 0.71251 3.33478 2.22875
O: 0.26374 2.92462 3.53064
O: -0.19251 4.23979 1.53826
O: 1.04108 2.11453 1.41582
H: 4.77882 6.02897 1.20728
H: 5.61654 5.85233 3.52929
H: 4.30394 4.56077 5.20201
H: 2.17357 3.51421 4.52759
C: -0.14162 4.87305 -2.84134
C: -1.27256 4.32006 -2.00306
O: -0.83372 3.47236 -0.93098
H: -0.55405 5.44182 -3.67896
H: 0.47649 4.07290 -3.24911
H: 0.49129 5.53394 -2.25457
H: -1.95635 3.71444 -2.60394
H: -1.85676 5.13189 -1.56029
H: -0.43542 4.02681 -0.21015


2.
Density functional theory data (ωB97M-V/def2-TZVPD) for C49H45FHgN10O3P2SSe2 as an isolated structure.

For the LUMO energy (alpha / beta), the calculation gives 1.900 / 1.822 eV. The relative energy (zero: lowest compared OMol25 entry of this formula, charge and spin) is 0.000 eV. The calculation puts the highest occupied orbital energy (alpha / beta) at -2.2 / -5.5 eV. Its net charge is -1. The calculation puts the HOMO-LUMO gap (alpha / beta) at 4.1 / 7.3 eV. The calculation puts the electronic energy at -8804.60802 a.u. As for the spin multiplicity: 2.

Atoms and positions in Å:
Hg: 0.15070 0.09689 -0.48510
N: 4.66807 0.20513 -0.68607
C: 3.33471 0.19490 -0.36095
S: 2.30304 1.09606 -1.42765
N: 3.05537 -0.43976 0.75350
N: 1.75115 -0.54992 1.06745
C: 1.41737 -0.85795 2.24984
C: -0.00569 -1.02934 2.57150
C: -0.41840 -1.32301 3.86533
C: -1.77223 -1.42705 4.13381
C: -2.68001 -1.26298 3.09907
C: -2.18460 -1.00332 1.82962
N: -0.88954 -0.88870 1.57739
H: 4.87328 0.52391 -1.61622
H: 5.21823 -0.56176 -0.33241
H: 2.16467 -0.96904 3.03118
H: 0.32444 -1.44042 4.64442
H: -2.11472 -1.63469 5.13917
H: -3.74540 -1.32217 3.27264
H: -2.84366 -0.88374 0.97442
C: -1.31629 -8.25314 -1.07736
C: -1.02087 -7.32300 -2.25071
N: -0.52481 -6.01673 -1.83771
C: -1.40894 -4.98390 -1.72436
C: -1.09259 -3.68170 -1.52707
C: -2.27920 -2.71548 -1.41013
O: -3.41405 -3.21648 -1.51821
O: -1.96893 -1.52513 -1.16701
C: 0.29721 -3.30236 -1.45617
O: 0.76583 -2.17161 -1.39060
C: 1.23953 -4.44352 -1.47464
C: 2.60348 -4.17914 -1.34586
C: 3.50482 -5.20381 -1.39241
F: 4.82452 -4.92246 -1.33941
C: 3.11150 -6.53900 -1.49768
C: 1.76426 -6.80400 -1.63681
C: 0.82120 -5.76948 -1.65031
N: 4.01271 -7.64433 -1.57471
C: 4.42591 -7.97455 -2.94012
C: 5.02598 -9.37365 -2.94120
N: 6.18066 -9.39461 -1.99989
C: 5.73293 -9.04397 -0.62068
C: 5.15652 -7.63467 -0.66312
H: -1.63115 -9.23169 -1.44243
H: -2.11820 -7.83871 -0.46431
H: -0.43741 -8.37712 -0.44300
H: -1.93338 -7.15838 -2.81998
H: -0.29718 -7.77854 -2.92698
H: -2.46001 -5.23546 -1.80279
H: 2.91650 -3.14753 -1.23333
H: 1.47812 -7.84356 -1.71882
H: 5.15451 -7.25639 -3.34088
H: 3.54377 -7.95225 -3.58225
H: 5.38446 -9.67435 -3.92643
H: 4.28876 -10.08167 -2.57503
H: 6.85989 -8.65853 -2.30790
H: 6.69805 -10.34435 -2.02660
H: 6.58885 -9.12688 0.04935
H: 4.96043 -9.75011 -0.33032
H: 5.94777 -6.94353 -0.96982
H: 4.81723 -7.33424 0.32947
Se: -1.59988 5.61571 5.30401
P: -1.81672 5.38298 3.22085
C: -3.58163 5.49677 2.81796
C: -4.27233 6.66165 3.15301
C: -5.64336 6.73425 2.97073
C: -6.34049 5.63225 2.49092
C: -5.66343 4.45480 2.21252
C: -4.28646 4.38420 2.37545
C: -0.90096 6.73099 2.39755
C: 0.48947 6.61764 2.47965
C: 1.30493 7.59608 1.93591
C: 0.74084 8.70864 1.32111
C: -0.63839 8.83561 1.25871
C: -1.45999 7.84894 1.79087
C: -1.13708 3.87351 2.52756
C: -1.04650 3.18116 1.29534
N: -0.28152 2.10008 1.53874
N: 0.10283 2.12187 2.80031
N: -0.38953 3.17215 3.41330
P: -1.54163 3.25072 -0.44471
Se: -2.08548 1.31590 -1.22026
C: -2.88659 4.45633 -0.66482
C: -4.12700 3.98492 -1.09288
C: -5.17704 4.86821 -1.29281
C: -4.99419 6.22399 -1.06636
C: -3.75873 6.69647 -0.64748
C: -2.70536 5.81731 -0.45012
C: -0.11559 3.99311 -1.29838
C: 0.29199 3.48487 -2.52647
C: 1.37652 4.05089 -3.18164
C: 2.04272 5.12993 -2.62098
C: 1.64829 5.62688 -1.38523
C: 0.58242 5.04670 -0.71564
H: -3.73320 7.49264 3.59093
H: -6.17263 7.64513 3.22387
H: -7.41244 5.68920 2.34432
H: -6.20778 3.58379 1.86856
H: -3.76258 3.45999 2.16327
H: 0.91987 5.75078 2.97064
H: 2.38158 7.48837 1.98976
H: 1.37501 9.47246 0.88769
H: -1.08160 9.70842 0.79402
H: -2.53554 7.94721 1.71187
H: -4.25408 2.92466 -1.26905
H: -6.13852 4.49461 -1.62340
H: -5.81557 6.91560 -1.20991
H: -3.61371 7.75604 -0.47461
H: -1.74567 6.20120 -0.13161
H: -0.22748 2.63347 -2.94931
H: 1.70981 3.64149 -4.12698
H: 2.88671 5.57515 -3.13387
H: 2.17184 6.45846 -0.92982
H: 0.31669 5.39279 0.27412


3.
Density functional theory data (ωB97M-V/def2-TZVPD) for C35H41ClFeN6O6PSe as an isolated structure.

For the LUMO energy (alpha / beta), the calculation gives 1.562 / 1.499 eV. The relative energy (zero: lowest compared OMol25 entry of this formula, charge and spin) is 0.000 eV. The calculation puts the highest occupied orbital energy (alpha / beta) at -5.6 / -5.1 eV. Its net charge is -1. The calculation puts the HOMO-LUMO gap (alpha / beta) at 7.2 / 6.6 eV. The calculation puts the electronic energy at -6605.11560 a.u. As for the spin multiplicity: 5.

Atoms and positions in Å:
Fe: -0.45496 2.20037 -0.29789
C: -4.22703 0.40634 -1.67248
C: -4.78462 -0.08251 -0.50771
C: -4.06913 0.00514 0.67933
C: -2.81243 0.58345 0.64085
N: -2.28254 1.05952 -0.49018
C: -2.96284 0.98281 -1.62587
C: -1.97494 0.76649 1.85749
C: -2.30495 0.30518 3.12807
C: -1.46465 0.62767 4.18442
C: -0.34415 1.42491 3.98818
C: -0.07084 1.84811 2.69354
N: -0.85299 1.46853 1.67934
C: 1.01446 2.80802 2.31992
C: 2.01277 3.19686 3.20227
C: 2.93767 4.13632 2.76779
C: 2.82664 4.65894 1.49057
C: 1.80100 4.20770 0.67050
N: 0.92929 3.29902 1.07790
H: -4.75410 0.36001 -2.61447
H: -5.77217 -0.52593 -0.51083
H: -4.49770 -0.35620 1.60262
H: -2.46218 1.36580 -2.51239
H: -3.19590 -0.28158 3.29229
H: -1.69938 0.27625 5.18069
H: 0.27228 1.72537 4.82188
H: 2.08596 2.77543 4.19398
H: 3.73687 4.45276 3.42489
H: 3.52596 5.39513 1.12057
H: 1.67396 4.55578 -0.34762
C: -0.78348 -4.96938 0.30982
C: -1.53392 -3.64273 0.19089
C: -2.70783 -3.79321 -0.77807
C: -2.11428 -3.31107 1.57277
P: -0.50965 -2.13335 -0.32057
C: 0.92052 -2.34471 0.82450
C: 2.10570 -3.04027 0.58410
C: 3.09886 -3.12516 1.54780
C: 2.92294 -2.53583 2.79068
C: 1.74996 -1.84446 3.05378
C: 0.77662 -1.73573 2.07270
C: 0.10177 -2.37931 -2.08269
C: 1.26559 -1.39943 -2.27647
C: 0.49994 -3.78246 -2.54777
C: -1.02506 -1.87442 -2.99685
H: -1.46121 -5.73585 0.70059
H: 0.05698 -4.88805 1.00069
H: -0.40445 -5.32357 -0.64614
H: -3.40875 -4.53387 -0.38016
H: -2.39055 -4.13395 -1.76381
H: -3.24606 -2.85044 -0.90182
H: -2.83431 -4.08528 1.85448
H: -2.63173 -2.34904 1.56693
H: -1.33987 -3.28271 2.34065
H: 2.26773 -3.51744 -0.36981
H: 4.01582 -3.65600 1.32410
H: 3.69869 -2.60581 3.54303
H: 1.60119 -1.36473 4.01426
H: -0.11754 -1.15745 2.27359
H: 2.18250 -1.71028 -1.77556
H: 0.99289 -0.40805 -1.91213
H: 1.46814 -1.28188 -3.34389
H: 1.26216 -4.25108 -1.92683
H: 0.90331 -3.70493 -3.56168
H: -0.35697 -4.45702 -2.59444
H: -1.24180 -0.82067 -2.82773
H: -1.94640 -2.45054 -2.90040
H: -0.68879 -1.94229 -4.03448
Cl: -2.34812 6.84878 -0.08866
C: -2.93901 5.44178 -1.04745
C: -2.87896 4.14607 -0.22936
O: -3.93347 3.54140 -0.02460
O: -1.71206 3.79845 0.13189
H: -2.28073 5.36550 -1.91156
H: -3.95720 5.67287 -1.34125
O: -1.11568 1.45552 -4.12814
Se: 0.12755 2.44607 -3.76056
O: -0.08582 3.97030 -4.25763
O: 0.18206 2.48400 -2.06567
O: 1.57699 1.81951 -4.20325
N: 4.59519 1.63760 -2.92092
C: 4.20443 1.22843 -1.67928
C: 2.85229 1.44489 -1.33109
N: 2.35982 1.06898 -0.17874
C: 3.22406 0.50265 0.68788
C: 4.54427 0.31473 0.34988
N: 5.05962 0.66185 -0.84108
H: 3.84180 1.79256 -3.58491
H: 5.45763 1.25441 -3.26678
H: 2.18448 1.86973 -2.06257
H: 2.84054 0.17086 1.64157
H: 5.22231 -0.16018 1.05059